Molecular formula: C5H13ISi
Method: DFT, the ωB97M-V functional and the def2-TZVPD basis

Energy relative to the best compared isomer or geometry (same formula, charge and spin): 98.6 kcal per mole
HOMO energy (alpha / beta): -6.50 / -7.91 eV
Kohn-Sham gap (alpha / beta): 0.23897 / 0.29711 Eh
E: -785.3464 Ha

```
20
C5H13ISi (the ωB97M-V functional and the def2-TZVPD basis)
C 2.40 -2.46 0.40
H 1.10 2.29 -0.81
C -2.19 0.39 -1.20
Si -0.68 0.62 -0.10
H -1.88 0.04 -2.24
C 2.40 -1.21 -0.40
I 3.79 0.41 -0.06
H -2.55 -0.47 -0.66
H -1.30 -1.20 1.62
H 1.66 -3.08 -0.16
H -0.04 -0.23 2.29
C -0.92 -0.15 1.66
C 0.14 2.36 -0.23
H 2.44 -1.36 -1.44
H 2.24 -2.37 1.40
H -0.37 3.31 -0.61
H -1.64 0.53 2.22
H 0.51 2.46 0.78
H 3.35 -2.87 0.22
H -2.87 1.29 -1.09
```


Molecular formula: C20H22BrCoN2O3
Method: DFT, the ωB97M-V functional and the def2-TZVPD basis

2S+1: 2
Energy relative to the best compared isomer or geometry (same formula, charge and spin): 0.0 kcal per mole
HOMO energy (alpha / beta): -10.98 / -10.96 eV
Expectation value of S²: 0.773
Kohn-Sham gap (alpha / beta): 0.26707 / 0.28512 Eh
E: -5067.0389 Ha
Net charge: +1

```
49
C20H22BrCoN2O3 (the ωB97M-V functional and the def2-TZVPD basis)
C 0.81 4.50 0.58
C -3.07 -0.28 -4.12
C -3.88 -0.22 -5.24
C -5.49 -1.64 -4.17
C 5.16 -2.39 2.27
H 4.44 -0.98 0.81
Br -0.14 -0.09 -2.49
C 3.68 -2.80 4.12
C -3.46 -1.03 -3.00
H -0.86 4.37 1.99
H 6.10 -2.57 1.76
C -4.69 -1.69 -3.05
Co 1.26 0.49 -0.64
H 1.03 3.78 -1.48
C -1.47 -0.88 -1.35
H -1.32 1.95 0.85
H 1.48 -2.10 4.99
H -6.44 -2.17 -4.18
H 0.21 -1.43 2.29
C 1.24 3.47 -0.46
H -1.33 4.32 0.28
H 1.49 4.48 1.43
H -5.01 -2.27 -2.19
C 3.03 -1.26 2.37
H 2.29 3.18 -0.36
H 5.59 -3.72 3.90
C -0.40 2.51 0.97
H -5.72 -0.85 -6.15
C -0.97 -1.17 -0.01
H 1.78 0.45 2.63
N 0.74 -0.99 1.55
N 0.18 -0.75 0.37
C -0.57 4.01 1.01
C -5.09 -0.90 -5.27
H -3.27 -1.67 -0.97
C 4.88 -3.03 3.47
C 2.77 -1.92 3.57
H -3.57 0.37 -6.09
H -2.15 0.28 -4.12
O 2.44 0.35 0.68
O 1.54 -1.66 4.14
C -2.70 -1.17 -1.76
C 4.24 -1.50 1.73
H -1.60 -1.76 0.65
H 0.14 2.15 1.85
O 0.41 2.29 -0.21
H 3.45 -3.30 5.05
C 2.01 -0.28 1.84
H 0.80 5.51 0.17
```


Molecular formula: C8H14N2
Method: DFT, the ωB97M-V functional and the def2-TZVPD basis

Energy relative to the best compared isomer or geometry (same formula, charge and spin): 51.4 kcal per mole
HOMO energy: -7.52 eV
Structure (SMILES): CC(C)(C)n1cccc1N
Kohn-Sham gap: 0.30840 Eh
E: -422.6632 Ha

```
24
C8H14N2 (the ωB97M-V functional and the def2-TZVPD basis)
H -1.88 1.58 -1.37
C -0.77 1.72 0.84
C 1.44 1.30 -0.43
N 0.17 -0.75 2.29
H -0.91 2.69 0.44
H 1.55 2.10 -1.13
N -0.12 -0.50 -0.18
H 1.13 -0.42 2.41
H -0.91 0.59 -2.39
H 0.37 -1.54 2.96
C -0.06 -2.69 0.71
H 1.79 1.49 0.62
C -0.08 0.97 -0.32
H 0.05 -3.46 -1.32
H -0.10 1.68 1.68
H -1.70 1.34 1.18
C -0.08 -1.46 -1.14
C -0.15 -2.72 -0.69
H 1.94 0.38 -0.75
C -0.10 -1.41 1.04
H -0.60 2.35 -2.03
C -0.85 1.40 -1.57
H 0.04 -3.49 1.37
H -0.14 -1.15 -2.22
```


Molecular formula: C3H4N4O
Method: DFT, the ωB97M-V functional and the def2-TZVPD basis

Energy relative to the best compared isomer or geometry (same formula, charge and spin): 97.1 kcal per mole
HOMO energy: -8.75 eV
Structure (SMILES): [H]/N=c1\cnn(O)cn1
Kohn-Sham gap: 0.32844 Eh
E: -410.8485 Ha

```
12
C3H4N4O (the ωB97M-V functional and the def2-TZVPD basis)
N -1.28 -0.02 -0.17
H -1.27 -2.18 0.00
N 2.61 -0.23 0.01
C 1.36 -0.13 -0.08
C 0.59 1.09 -0.11
O -2.61 -0.11 -0.06
H 3.04 0.65 -0.07
N -0.71 1.17 -0.24
H -2.75 0.19 0.93
H 0.98 2.18 0.10
N 0.63 -1.32 -0.17
C -0.60 -1.28 -0.14
```


Molecular formula: C6H11NO3
Method: DFT, the ωB97M-V functional and the def2-TZVPD basis

Energy relative to the best compared isomer or geometry (same formula, charge and spin): 67.5 kcal per mole
HOMO energy: -10.21 eV
Kohn-Sham gap: 0.40421 Eh
E: -515.6427 Ha

```
21
C6H11NO3 (the ωB97M-V functional and the def2-TZVPD basis)
H 3.27 0.60 0.12
H -3.05 0.21 0.29
C -2.14 0.58 0.77
O 0.79 -2.65 -1.15
H 0.65 1.58 0.80
C 0.15 -1.79 -0.70
H -1.06 1.90 -1.38
H 3.14 -1.07 -0.51
C -1.02 0.82 -1.47
C 2.70 -0.33 0.15
O 1.38 -0.09 -0.34
C -0.93 0.21 -0.07
H -2.20 1.67 0.87
O 0.42 -0.22 1.80
H 2.67 -0.71 1.17
H -0.16 0.56 -2.08
C 0.40 0.52 0.68
H -0.21 -1.15 1.31
H -2.07 0.16 1.77
N -0.81 -1.28 -0.07
H -1.93 0.47 -1.96
```


Molecular formula: C14H14LuN2O5
Method: DFT, the ωB97M-V functional and the def2-TZVPD basis

Energy relative to the best compared isomer or geometry (same formula, charge and spin): 20.5 kcal per mole
HOMO energy (alpha / beta): -17.78 / -16.61 eV
Kohn-Sham gap (alpha / beta): 0.14835 / 0.07925 Eh
E: -2261.9449 Ha
Net charge: +3

```
36
C14H14LuN2O5 (the ωB97M-V functional and the def2-TZVPD basis)
O 0.58 -1.98 0.97
N -0.19 0.38 -2.24
C 0.35 1.12 2.87
C 1.02 2.12 -1.34
H -1.36 -1.66 3.89
C 0.44 0.15 0.00
H 0.21 2.09 -3.40
O -4.27 -2.06 -4.71
C -0.41 -2.49 -4.31
C 0.53 -0.77 1.18
C -3.29 -1.56 -4.47
H 1.48 3.08 -1.46
Lu -1.34 -0.65 -3.64
H 1.38 2.79 3.74
H -0.69 -1.36 -1.15
C 1.59 1.75 3.48
O -2.97 2.27 -3.73
O 0.12 -3.51 -4.47
H 1.90 1.22 4.39
C 1.09 1.39 -0.16
C -2.50 1.26 -3.89
C -0.43 -2.22 3.72
H 0.01 1.71 2.00
C 0.72 -1.25 3.57
H 1.66 -1.81 3.42
H 1.66 1.80 0.68
H -0.48 1.13 3.61
H 2.43 1.73 2.77
H -0.55 -2.85 2.82
C 0.34 1.60 -2.43
N 0.57 -0.29 2.47
O 0.33 0.64 -6.51
H -0.26 -2.87 4.59
C -0.20 -0.38 -1.11
H 0.83 -0.69 4.50
C -0.29 0.19 -5.65
```